ORCA calculation (ωB97M-V/def2-TZVPD) on a single C19H22N2O5 molecule at a distorted geometry.

Structure (XYZ):
```
48
Properties=species:S:1:pos:R:3:forces:R:3:nbo_charge:R:1
H -1.072565 5.837593 1.929812 0.039 -0.007 0.029 0.1735
H -0.760858 -2.741386 2.793167 -0.027 0.058 0.035 0.2186
C 2.133610 0.813870 -0.759465 0.079 -0.151 0.156 -0.5344
H -1.680875 -5.338698 -3.435589 -0.040 0.023 0.015 0.1749
H 1.255704 0.172980 -0.832514 0.060 0.116 -0.140 0.2469
H -3.376231 -5.270540 -2.873921 0.043 0.018 -0.014 0.1740
C -1.722616 -4.126170 -0.882015 -0.081 -0.016 -0.329 -0.2885
C -1.998248 -3.173834 -1.846045 -0.012 0.060 -0.103 0.2447
O 0.970394 5.846565 1.561644 0.251 -0.128 -0.219 -0.5101
H -1.018794 -1.044903 2.331835 0.038 -0.049 0.103 0.2417
O 2.720298 -0.642729 1.116962 -0.229 -1.151 1.099 -0.4043
H 0.077313 1.411854 0.913076 -0.031 -0.055 0.005 0.2214
C 1.178007 4.601913 1.042903 0.099 -0.060 -0.079 0.3716
C -0.118624 6.038785 2.429027 -0.175 0.020 0.132 -0.2526
C -0.559118 -1.986546 2.032962 0.059 0.024 -0.328 -0.4539
H -1.851018 -5.174823 -1.096919 -0.035 -0.084 -0.087 0.2206
C -2.617832 -4.773888 -3.488777 -0.027 -0.235 -0.045 -0.2504
H -1.065924 -4.517734 1.110695 0.019 -0.071 0.103 0.2037
C 3.165683 0.146751 0.127664 0.130 0.228 -0.799 0.8068
C 1.782853 2.141782 -0.139383 -0.201 -0.002 -0.032 -0.0512
H -0.482267 3.555657 1.932930 -0.066 0.048 0.060 0.2138
H 2.733071 -2.628535 2.285773 -0.016 -0.061 0.010 0.4164
H 2.589126 0.962988 -1.738683 0.023 -0.085 0.090 0.2381
H -0.037271 5.411681 3.323130 -0.015 0.013 -0.042 0.1749
N 1.744350 -2.705532 2.458119 0.375 -0.133 0.086 -0.8068
H 2.903823 5.336344 0.031750 0.077 0.109 -0.028 0.2226
C 2.585149 3.254609 -0.371918 -0.120 0.023 0.084 -0.1760
C 2.288044 4.468579 0.207295 -0.106 0.150 0.133 -0.2758
C -1.822564 -1.805460 -1.531600 -0.051 -0.012 -0.143 0.3434
H -2.284776 0.944987 -3.192899 0.033 0.013 0.086 0.2026
H -2.640087 0.768436 -1.457157 0.038 -0.015 -0.013 0.1751
H 1.384725 -3.560746 2.839417 -0.024 0.074 -0.048 0.3986
H 3.452863 3.161624 -1.007448 0.104 -0.005 -0.081 0.2192
N 1.308190 -0.754851 1.252912 -0.424 0.859 -0.491 -0.2685
O 4.353397 0.280067 0.004636 -0.164 0.000 0.072 -0.5735
O -2.437525 -3.433640 -3.107646 0.092 0.362 0.249 -0.4801
C -1.273060 -3.750981 0.378608 0.021 0.235 0.167 -0.2194
H -0.951172 0.720660 -2.035955 -0.024 -0.021 0.022 0.1776
H -1.229954 -0.416988 -0.014207 0.003 0.180 -0.044 0.2233
C 0.689045 2.275167 0.700047 0.078 0.023 -0.161 -0.1927
C 0.927865 -1.786797 1.902859 0.618 -0.011 0.238 0.4257
H -2.958907 -4.741381 -4.522244 0.021 -0.054 0.072 0.2020
C -1.984384 0.446361 -2.272890 0.016 0.247 0.050 -0.2516
O -2.116373 -0.930272 -2.529837 0.005 -0.472 0.075 -0.4929
C -1.101479 -2.418813 0.692711 -0.165 -0.306 0.084 -0.0185
C -1.379188 -1.452334 -0.271501 -0.117 0.055 -0.211 -0.3106
C 0.379611 3.491269 1.287022 -0.120 0.328 0.174 -0.3192
H -0.081409 7.087059 2.721658 -0.048 -0.081 0.010 0.1996
```
Positions in Å, forces in eV/Å.

- Orbital gap: 8.782 eV
- Electronic energy: -1222.86311 Eh
- Max |F|: 1.61 eV Å⁻¹
- Energy relative to the best compared isomer or geometry (same formula, charge and spin): 100.2 kcal per mole
- SMILES: COc1ccc(CC(=O)O/N=C(\N)Cc2ccc(OC)c(OC)c2)cc1



ORCA calculation (ωB97M-V/def2-TZVPD) on a single C37H42N3O4P molecule at a distorted geometry.

Structure (XYZ):
```
87
Properties=species:S:1:pos:R:3:forces:R:3:lowdin_charge:R:1
H 0.184028 3.004947 9.891334 0.087 -0.256 -0.215 0.0986
C 3.863455 -0.498602 1.551507 -0.812 0.380 0.546 -0.2117
H -1.902164 1.525041 7.847577 -0.512 -0.463 -0.740 0.1116
C -1.002042 1.520387 2.692008 -0.003 -0.155 -0.342 -0.3327
C -0.055666 1.701983 6.094976 1.352 2.344 0.307 -0.1310
H 0.027756 5.513921 0.340634 -0.197 0.058 -0.228 0.0775
C -0.651301 3.017711 6.411945 -0.074 -0.995 -0.921 -0.4621
C -0.667364 3.815191 2.014653 -0.040 -0.250 -0.180 -0.0043
C -3.361974 0.089370 5.131759 -0.502 -0.053 -0.013 -0.0609
H -0.875999 5.965140 -1.129546 0.184 0.082 0.155 0.0851
C -4.155206 -4.936590 0.442407 0.072 -0.069 0.237 -0.0640
C 1.386236 1.715404 6.224402 -1.567 0.107 0.458 -0.4665
H -1.315347 6.678836 0.438440 0.143 -0.026 -0.041 0.0968
C 2.334045 -0.758681 3.474878 0.146 0.193 -0.082 -0.0885
N -1.895484 4.676303 0.115719 -0.227 0.303 -0.182 -0.1989
O -1.673484 3.441708 5.917147 0.075 0.246 0.301 0.0781
H 1.670112 2.049049 9.645247 -0.291 0.035 -0.139 0.0995
H -2.520349 0.431250 1.595429 -0.077 0.169 0.172 0.1014
H -2.602794 3.845731 -1.704729 -0.087 0.042 0.093 0.0953
C -2.322890 0.601068 5.903031 0.809 -0.559 -1.123 -0.1529
O 0.002024 3.851616 7.329884 0.514 -0.472 0.087 0.0568
C 0.759822 2.424097 9.156386 -0.135 -0.251 0.429 -0.0021
C 1.647166 0.570716 1.622965 -0.391 -0.021 0.137 -0.1026
H 0.174706 -1.007195 0.810468 -0.326 -0.030 0.189 0.0937
C -0.669858 -1.547159 1.236446 0.278 0.193 0.031 -0.0726
H -0.891092 -2.604929 -0.626106 -0.070 0.149 0.412 0.1014
H 4.466741 -0.849470 -1.141866 0.009 0.085 0.151 0.0887
H 0.165253 1.583108 8.796370 0.062 0.040 0.069 0.0778
H -4.751002 -5.179765 -0.438949 -0.140 0.019 0.329 0.0782
C -2.036192 1.389695 1.752671 0.288 0.505 0.283 -0.0745
O 1.985403 2.642737 7.070281 -0.303 0.302 0.259 0.0565
C -2.392027 2.456319 0.942541 0.181 0.225 -0.094 -0.0136
H 2.147603 -1.241206 4.432190 0.193 0.275 -0.099 0.1084
H 6.776044 -1.916270 0.834135 -0.034 -0.090 0.294 0.0765
C -4.983181 0.421339 6.925568 0.404 0.214 -0.372 -0.0996
H -3.425977 -3.817491 2.648670 0.178 0.191 0.090 0.0933
C -1.267459 -2.483508 0.392980 -0.359 -0.131 0.413 -0.0086
C -2.354766 -3.289427 0.840852 0.326 0.682 0.608 -0.2159
H 2.875773 4.131879 9.136143 -0.295 -0.155 -0.304 0.0913
H 6.760058 -0.733205 2.148427 -0.101 -0.116 0.051 0.0989
H -3.569568 -4.824444 -1.865305 0.284 0.211 -0.066 0.0768
H -5.983760 0.322633 7.335805 0.071 0.077 -0.180 0.0977
C -2.060049 -2.204366 3.046617 0.122 0.089 -0.115 -0.1001
O 2.115412 0.983731 5.602628 0.989 -0.771 -0.239 0.0599
H 4.374121 -1.428822 3.446914 -0.393 -0.067 -0.067 0.0938
H -1.833729 -4.906054 -1.571635 -0.035 0.158 0.071 0.0953
H 0.599084 2.806291 3.420293 -0.498 0.008 0.010 0.1281
C 3.583913 -0.938847 2.882607 -0.004 0.014 -0.509 -0.0064
H 0.908562 1.174739 1.086614 0.301 -0.110 0.272 0.1094
N 5.038208 -0.811406 0.908457 0.134 -0.196 -0.218 -0.1905
H 6.179521 -1.121582 -0.779549 -0.280 0.147 -0.105 0.0750
H 5.786140 -2.223984 2.278177 0.141 0.018 -0.070 0.0778
C 5.297253 -0.540465 -0.496810 -0.195 0.238 0.046 -0.0666
C -2.673492 -3.156858 2.227582 0.079 -0.070 -0.529 -0.0165
C -4.685869 0.031169 5.619198 0.397 -0.088 -0.048 -0.0771
C -3.963645 0.979368 7.693702 0.549 -0.094 -0.432 -0.0655
C 6.143113 -1.452707 1.592629 -0.081 0.070 0.230 -0.0637
C 1.329796 0.043665 2.901904 0.973 -0.568 0.139 -0.2956
C -2.898450 4.567503 -0.926777 0.026 -0.140 0.124 -0.0709
N -3.053277 -4.112521 -0.004591 -0.086 0.031 -0.209 -0.1895
H -2.605111 -3.340630 -1.943358 0.019 -0.068 0.178 0.0886
C 2.840580 0.289169 0.947337 0.240 -0.279 0.347 -0.0171
C -1.677722 3.679786 1.022527 0.176 -0.450 0.245 -0.2178
H -5.484707 -0.316496 4.961762 0.279 -0.067 0.186 0.0998
H -3.812694 -5.882193 0.882369 -0.075 0.082 0.094 0.0982
C 1.971022 4.504179 8.634280 -0.041 0.096 -0.292 0.0055
H -0.145921 4.761780 2.147279 -0.131 -0.333 -0.053 0.1037
H -3.183741 2.322052 0.202099 0.345 0.054 0.248 0.0967
C -0.291128 2.728747 2.787731 -0.467 0.131 -0.068 -0.0751
H -3.872059 4.266700 -0.519881 0.197 0.127 -0.101 0.0885
C -0.769882 0.564033 5.394273 -1.123 -0.218 3.053 -0.2227
H 2.284822 5.244306 7.892649 -0.162 -0.232 -0.065 0.0881
H -4.780234 -4.407296 1.163605 -0.008 -0.069 -0.056 0.0834
C 1.159661 3.339346 8.025775 -0.003 0.000 -0.743 -0.5323
H -2.996003 5.549814 -1.397240 -0.153 -0.216 0.095 0.0843
H 1.390746 5.026467 9.409065 -0.066 -0.246 -0.368 0.0902
H -0.364609 -0.299567 5.913699 0.054 -0.476 0.171 0.1120
H -2.360518 -2.162448 4.097243 0.034 -0.108 -0.394 0.1005
C -0.959720 5.766493 -0.057062 -0.027 0.120 0.068 -0.0637
H -4.186393 1.373023 8.692959 0.252 -0.243 -0.422 0.1078
P -0.386194 0.103727 3.627702 0.297 1.319 -3.935 1.2307
C -2.656259 1.070176 7.173299 0.067 0.313 1.344 -0.0401
H 5.532008 0.512892 -0.699739 -0.138 -0.040 0.042 0.0911
C -2.730237 -4.290442 -1.410743 0.273 0.043 -0.038 -0.0628
H 2.999841 0.704523 -0.051095 -0.139 -0.107 0.361 0.0997
C -1.081216 -1.303180 2.573586 -0.695 -1.249 0.718 -0.2803
H -3.150182 -0.304061 4.134989 -0.260 0.409 0.253 0.0695
```
Positions in Å, forces in eV/Å.

- Orbital gap: 7.268 eV
- Electronic energy: -2241.60658 Eh
- Max |F|: 4.16 eV Å⁻¹



ORCA calculation (ωB97M-V/def2-TZVPD) on a single C5H6O molecule.

Structure (XYZ):
```
12
Properties=species:S:1:pos:R:3:forces:R:3:nbo_charge:R:1
H 1.354971 -0.630660 0.405962 -0.091 0.078 -0.020 0.2501
H -1.405728 -0.848209 -0.929229 0.130 -0.027 0.049 0.2230
H -0.713415 -2.020991 0.208391 0.042 0.118 -0.080 0.2182
H 0.035711 -1.765498 -1.385227 -0.057 0.084 0.106 0.2263
C -0.202511 0.540364 1.153238 -0.211 0.268 0.403 0.0006
C 0.419294 -0.181821 0.036885 -0.031 -0.046 -0.016 -0.4082
H 1.403456 1.714764 -0.603172 -0.066 -0.073 -0.057 0.1182
O 0.633304 0.730293 -2.189475 0.089 0.033 0.556 -0.5061
C -0.719665 1.171040 2.038792 0.189 -0.249 -0.355 -0.2359
H -1.184156 1.722194 2.826319 0.080 -0.097 -0.122 0.2425
C 0.851430 0.842680 -1.010251 -0.014 -0.007 -0.436 0.4624
C -0.472693 -1.274155 -0.552233 -0.060 -0.083 -0.029 -0.5912
```
Positions in Å, forces in eV/Å.

- Orbital gap: 10.794 eV
- Electronic energy: -269.27963 Eh
- Max |F|: 0.56 eV Å⁻¹
- Energy relative to the best compared isomer or geometry (same formula, charge and spin): 41.8 kcal per mole
- SMILES: C#C[C@@H](C)C=O